The following is a DFT calculation (ωB97M-V/def2-TZVPD) of the molecule C4H9FN2.

Output
- SMILES: N[C@H]1CN[C@@H]1CF
- 2S+1: 1
- Highest occupied orbital energy: -0.342 Eh
- Frontier orbital gap: 0.383 Ha
- Lowest unoccupied orbital energy: 0.0410 Eh

Each line ends with the natural charge from an NBO analysis.
CARTESIAN COORDINATES (ANGSTROEM)
N1 1.97 0.46 -0.71  -0.818
C1 0.60 -0.15 -0.62  -0.065
C2 0.43 -1.21 0.48  -0.260
N2 0.02 -0.05 1.43  -0.606
C3 -0.25 0.84 0.25  -0.105
C4 -1.72 0.73 -0.23  0.036
F1 -2.03 -0.60 -0.32  -0.371
H1 2.46 0.25 0.15  0.353
H2 2.50 -0.12 -1.38  0.346
H3 0.21 -0.23 -1.63  0.197
H4 -0.42 -1.92 0.29  0.202
H5 1.24 -1.90 0.72  0.191
H6 -0.85 -0.36 1.83  0.348
H7 0.13 1.86 0.45  0.216
H8 -2.43 1.21 0.53  0.164
H9 -1.85 1.19 -1.24  0.172